*P*
This record from the OMol25 dataset describes 2 unconnected molecules or ions with the total composition C5H14N4. The level of theory is ωB97M-V/def2-TZVPD.

Atoms and positions in Å:
C  0.62058  -2.03804  -0.08667
C  -0.94443  1.77382  0.00347
C  -3.12814  2.04658  0.52917
C  0.78701  2.81661  -1.51181
C  2.15578  -3.58131  1.12993
N  -1.84046  1.49994  0.85461
N  -0.14373  1.96939  -0.82496
N  1.83160  -2.59138  0.06212
N  0.24439  -0.97403  -0.82197
H  -0.07720  -2.66465  0.42038
H  -3.92613  1.47134  1.00636
H  -3.04986  3.08357  0.88990
H  -3.22043  1.84472  -0.50221
H  1.51870  2.95565  -0.75088
H  0.98196  2.41104  -2.52844
H  0.35163  3.82492  -1.40249
H  2.93620  -3.17930  1.92511
H  2.47294  -4.55032  0.80352
H  1.21918  -3.84050  1.67201
H  -1.64324  1.23575  1.77569
H  -0.78479  -0.98893  -0.96891
H  2.77545  -2.15525  -0.25935
H  0.86301  -0.36963  -1.41455

Properties
- HOMO-LUMO gap (eV) = 11.48
- total charge = +2

---

*Q*
This record from the OMol25 dataset describes a gas-phase ion, C5H14N4 (charge +2). The level of theory is ωB97M-V/def2-TZVPD.

Atoms and positions in Å:
C  1.47623  -1.84203  1.05142
N  1.39857  -1.25081  -0.07660
N  0.96843  0.00449  -0.29096
C  1.43525  0.64493  -1.47988
C  0.05514  0.85440  0.46905
C  0.51364  2.01465  0.92716
N  -1.36669  0.39387  0.41150
C  -1.92730  0.34252  -0.97394
N  -1.49471  -1.16563  1.15647
H  1.29073  -1.35984  1.98625
H  1.90319  -2.82780  1.03000
H  1.84527  -1.90407  -0.93071
H  2.03566  -0.17571  -2.05718
H  0.54586  1.01002  -2.04772
H  2.21123  1.45289  -1.15271
H  -0.05291  2.58700  1.63154
H  1.53495  2.26213  0.66107
H  -2.12145  0.93012  0.93643
H  -1.88060  1.28153  -1.38022
H  -1.35430  -0.33567  -1.70948
H  -2.92340  -0.00632  -0.87978
H  -2.15967  -1.74758  0.65548
H  -1.93311  -1.16308  2.06279

Properties
- HOMO-LUMO gap (eV) = 9.46
- SMILES = C=[NH+]N(C)C(=C)[N@@H+](C)N
- total charge = +2

---

Decreasing stability: *P*, *Q*

---

*P*
This record from the OMol25 dataset describes a gas-phase ion, C5H11N2S (charge +1). The level of theory is ωB97M-V/def2-TZVPD.

Atoms and positions in Å:
C  1.93458  1.13526  0.02561
C  -1.22445  -0.73010  -1.07556
C  -1.52610  -0.17649  1.25652
C  2.56586  -0.22559  0.25738
C  -0.05272  -0.20263  -0.18733
N  0.53747  0.96986  -0.44490
N  -2.28731  -0.47158  -0.01746
S  1.25540  -1.43514  0.09605
H  1.96223  1.79391  0.96029
H  2.29709  1.79504  -0.76735
H  -1.30398  -0.33578  -2.18944
H  -1.13694  -1.87174  -1.26863
H  -1.54324  -1.04402  1.81716
H  -1.90402  0.60435  1.86762
H  3.40926  -0.34551  -0.56714
H  2.96136  -0.30030  1.34984
H  -0.05214  1.84370  -0.73003
H  -2.94634  0.28931  -0.44388
H  -2.94602  -1.29255  0.06125

Properties
- HOMO-LUMO gap (eV) = 8.98
- total charge = +1

---

*Q*
This record from the OMol25 dataset describes a gas-phase ion, C5H11N2S (charge +1). The level of theory is ωB97M-V/def2-TZVPD.

Atoms and positions in Å:
C  -2.29150  0.14689  -1.37502
C  -1.65493  0.16771  -0.23873
N  -0.66885  -0.69805  0.17545
S  -0.73278  -2.35465  -0.43917
C  0.87129  -0.26985  0.43939
C  1.64217  -1.37490  0.93700
N  1.34262  0.90122  0.34627
C  0.58154  2.06093  -0.14594
H  -3.13454  0.84814  -1.56425
H  -1.99445  -0.36241  -2.22792
H  -1.82671  0.98049  0.42377
H  -1.28026  -2.90891  0.67434
H  1.19323  -2.04034  1.57635
H  1.89886  -2.14993  0.16301
H  2.56303  -0.97074  1.30312
H  2.36974  0.91613  0.48032
H  -0.11421  2.51480  0.57364
H  -0.09425  1.73319  -0.83519
H  1.33001  2.86027  -0.26645

Properties
- HOMO-LUMO gap (eV) = 8.97
- SMILES = C=CN(S)/C(C)=[NH+]\C
- total charge = +1

---

Decreasing stability: *Q*, *P*

---

*P*
This record from the OMol25 dataset describes 4 unconnected molecules or ions with the total composition C16H40O8. The level of theory is ωB97M-V/def2-TZVPD.

Atoms and positions in Å:
C  -6.30631  -7.67594  -2.94517
O  -5.17187  -8.22262  -2.29672
C  -4.76040  -7.50185  -1.16251
C  -5.45705  -7.90846  0.10577
O  -6.79174  -7.41909  0.11842
C  -7.38143  -7.45870  1.39709
H  -7.17153  -7.59413  -2.28067
H  -6.58040  -8.39388  -3.71813
H  -6.09249  -6.69378  -3.37928
H  -4.83214  -6.42070  -1.33174
H  -3.69276  -7.70481  -1.02702
H  -4.91001  -7.47734  0.96299
H  -5.46338  -8.99751  0.22926
H  -6.80308  -6.85300  2.10576
H  -7.45243  -8.48612  1.76987
H  -8.37260  -7.02677  1.28561
C  -13.35103  -2.71026  -9.98608
O  -12.49690  -3.01525  -8.93242
C  -13.12116  -3.81925  -7.94546
C  -12.10468  -4.11274  -6.87093
O  -11.72843  -2.93752  -6.22349
C  -11.10244  -3.17427  -4.98621
H  -14.28745  -2.24217  -9.64283
H  -13.62457  -3.58832  -10.58548
H  -12.85332  -1.97662  -10.62129
H  -13.46670  -4.76477  -8.38175
H  -13.96217  -3.25362  -7.52437
H  -11.24255  -4.61801  -7.33886
H  -12.48710  -4.85167  -6.14938
H  -10.27974  -3.89365  -5.03714
H  -11.82689  -3.52551  -4.23385
H  -10.73214  -2.21856  -4.61551
C  -1.47584  -3.19553  -9.98895
O  -2.55984  -2.30099  -9.93318
C  -3.81454  -2.87566  -10.24789
C  -4.23678  -4.00696  -9.34228
O  -3.73358  -5.23597  -9.86386
C  -3.96953  -6.32580  -9.00773
H  -1.28787  -3.67980  -9.02331
H  -0.58018  -2.62784  -10.25453
H  -1.61948  -3.97613  -10.73948
H  -3.79924  -3.21446  -11.29194
H  -4.54438  -2.06809  -10.17100
H  -5.32822  -4.09415  -9.31093
H  -3.89119  -3.81662  -8.32093
H  -3.14754  -7.03953  -9.11761
H  -4.89562  -6.86117  -9.25027
H  -4.00805  -6.00976  -7.96081
C  -6.09887  -3.02752  -6.18996
O  -5.91670  -4.34738  -6.64405
C  -7.01333  -5.20920  -6.50361
C  -8.22297  -4.75391  -7.32448
O  -7.80379  -4.29321  -8.57285
C  -8.82100  -4.35369  -9.53898
H  -5.10942  -2.59342  -6.08985
H  -6.64521  -2.99979  -5.23543
H  -6.69627  -2.43827  -6.89838
H  -7.26209  -5.25166  -5.43427
H  -6.67701  -6.18594  -6.84948
H  -8.73893  -3.95616  -6.76745
H  -8.90597  -5.60892  -7.42566
H  -9.26093  -5.36064  -9.59365
H  -8.41469  -4.10359  -10.51576
H  -9.64247  -3.65620  -9.31952

Properties
- HOMO-LUMO gap (eV) = 9.73
- SMILES = COCCOC.COCCOC.COCCOC.COCCOC

---

*Q*
This record from the OMol25 dataset describes 4 unconnected molecules or ions with the total composition C16H40O8. The level of theory is ωB97M-V/def2-TZVPD.

Atoms and positions in Å:
C  -7.25167  -8.42091  -6.13505
O  -6.19518  -8.36867  -5.13127
C  -6.74266  -8.46661  -3.76136
C  -5.64397  -8.14900  -2.66733
O  -5.41229  -6.70757  -2.54412
C  -4.71117  -6.22539  -3.62043
H  -8.11756  -9.06932  -6.00137
H  -6.81525  -8.60336  -7.11707
H  -7.69184  -7.42728  -6.05109
H  -7.23637  -9.42016  -3.57409
H  -7.55129  -7.76390  -3.56034
H  -4.76858  -8.74417  -2.92723
H  -5.97772  -8.41917  -1.66547
H  -4.23203  -5.27113  -3.40155
H  -5.30067  -6.04940  -4.52022
H  -3.95852  -6.89659  -4.03409
C  1.11840  -2.54282  -0.73499
O  2.55451  -2.33323  -0.71106
C  3.08345  -1.87791  -1.90510
C  2.85834  -0.35907  -1.97399
O  3.39145  0.18644  -0.76562
C  3.15831  1.54123  -0.70021
H  0.97885  -3.32281  -1.48348
H  0.54186  -1.66497  -1.02668
H  0.74966  -2.86759  0.23797
H  2.53733  -2.32636  -2.73500
H  4.13725  -2.11676  -2.04849
H  1.82451  -0.03019  -2.07954
H  3.44073  0.08269  -2.78255
H  2.11948  1.65368  -0.38992
H  3.43240  2.06043  -1.61859
H  3.73750  2.02094  0.08878
C  3.37205  8.38033  -2.64724
O  2.14437  8.78173  -2.13268
C  1.39372  7.71224  -1.62722
C  0.40539  7.93149  -0.49824
O  0.64963  8.92177  0.48237
C  0.91164  10.27468  0.13539
H  3.86058  9.29278  -2.98911
H  3.04119  7.72928  -3.45642
H  4.15332  7.91816  -2.04381
H  2.03389  6.89248  -1.30122
H  0.86065  7.33655  -2.50061
H  0.30253  6.98443  0.03148
H  -0.61814  8.05723  -0.85135
H  0.07874  10.51819  -0.52422
H  1.88590  10.30690  -0.35235
H  1.00777  10.93743  0.99541
C  0.30940  -0.63181  4.50479
O  0.69883  -0.05060  5.74373
C  2.07422  0.41736  5.76864
C  2.83747  -0.05150  6.98399
O  2.22035  0.41695  8.25339
C  2.89577  -0.07017  9.42327
H  0.96474  -1.47749  4.29630
H  0.39778  0.06336  3.66991
H  -0.73004  -0.93237  4.63648
H  2.16416  1.50275  5.81263
H  2.60896  0.15597  4.85550
H  3.80284  0.38199  6.72270
H  2.84460  -1.12682  6.80585
H  2.91139  -1.15170  9.28859
H  2.54060  0.17030  10.42533
H  3.91841  0.30703  9.42922

Properties
- HOMO-LUMO gap (eV) = 10.01
- SMILES = COCCOC.COCCOC.COCCOC.COCCOC

---

Decreasing stability: *P*, *Q*

---

*P*
This record from the OMol25 dataset describes a single H3N2O2P molecule. The level of theory is ωB97M-V/def2-TZVPD.

Atoms and positions in Å:
N  -1.44364  0.11125  0.35852
P  0.35268  -0.47199  0.92035
N  1.08008  0.11293  -0.60522
O  1.09415  1.28557  -0.93950
O  1.60415  -0.73373  -1.27092
H  -0.96014  0.88169  -0.17049
H  -1.80353  0.61924  1.16656
H  0.07624  -1.80495  0.54068

Properties
- HOMO-LUMO gap (eV) = 9.92
- SMILES = NP[N+](=O)[O-]

---

*Q*
This record from the OMol25 dataset describes 2 unconnected molecules or ions with the total composition H3N2O2P. The level of theory is ωB97M-V/def2-TZVPD.

Atoms and positions in Å:
N  0.19051  1.74674  0.98504
P  -0.28466  0.52775  -0.06791
O  -0.74060  -0.60234  0.78785
H  0.26241  1.62486  1.98212
H  0.25354  2.70277  0.51380
N  1.10390  -1.86010  1.52988
O  0.98630  -2.86368  0.84327
H  1.79210  -1.17663  1.15193

Properties
- HOMO-LUMO gap (eV) = 8.77
- SMILES = NP=O.N=O

---

*R*
This record from the OMol25 dataset describes 2 unconnected molecules or ions with the total composition H3N2O2P. The level of theory is ωB97M-V/def2-TZVPD.

Atoms and positions in Å:
N  0.69779  -2.00539  -0.67363
P  -0.66723  -0.99239  -0.66385
O  -0.14379  0.39353  -0.34868
H  1.70609  -1.63725  -0.55961
H  0.61539  -2.99003  -1.07705
N  -0.41034  2.51038  1.32603
O  -1.49930  3.02618  1.28637
H  -0.29861  1.69497  0.71042

Properties
- HOMO-LUMO gap (eV) = 7.68
- SMILES = NP=O.N=O

---

Decreasing stability: *R*, *Q*, *P*